# 1
A structure of composition C47H53KN5O3P2S4, computed with ωB97M-V/def2-TZVPD.

Summary:
total charge	-1
M	965.3	g mol⁻¹
HOMO-LUMO gap	3.02	eV

Each line ends with the Mulliken charge.
Element x y z (Å)
K (-0.58, -2.46, 3.35)  0.4445
O (2.97, -2.39, -0.78)  -0.6475
S (2.04, -1.49, -1.59)  0.6981
C (3.11, -0.15, -2.36)  0.0002
C (4.35, -0.68, -2.61)  -0.5725
C (5.17, 0.02, -3.49)  -0.6830
C (4.75, 1.14, -4.14)  -0.8009
C (3.51, 1.66, -3.83)  -0.3633
C (2.80, 1.17, -2.75)  0.5647
P (1.46, 2.16, -2.02)  0.6966
C (2.27, 3.65, -1.29)  0.9929
C (3.44, 3.37, -0.53)  -0.9011
C (3.96, 4.29, 0.35)  -0.7806
C (3.47, 5.60, 0.35)  -0.5412
C (2.50, 5.97, -0.55)  -0.7037
C (1.88, 5.00, -1.36)  -0.1870
C (0.34, 2.98, -3.49)  1.5397
C (-1.64, 2.65, -4.37)  0.7075
C (-1.96, 3.77, -5.33)  -1.2845
C (-1.06, 4.80, -5.59)  -0.6647
C (0.29, 4.87, -5.15)  -1.1807
C (0.88, 4.22, -4.09)  -0.9164
C (1.62, -2.50, -3.15)  -0.3720
C (2.63, -3.22, -3.85)  -0.2826
C (2.28, -4.06, -4.91)  -0.8608
C (1.01, -3.97, -5.38)  -0.5242
C (0.06, -3.04, -4.91)  -0.2963
C (0.36, -2.38, -3.66)  0.1774
P (-0.81, -1.62, -2.60)  0.4115
C (-2.37, -2.36, -3.25)  0.0342
C (-3.43, -1.65, -3.87)  -0.3492
C (-4.57, -2.34, -4.28)  -0.5759
C (-4.55, -3.72, -4.29)  -0.4547
C (-3.50, -4.46, -3.73)  -0.7260
C (-2.41, -3.76, -3.19)  -0.1520
C (-0.86, 0.13, -3.06)  1.3813
C (-1.44, 0.95, -1.99)  -0.2691
C (-1.54, 2.31, -1.91)  -1.4548
C (-1.15, 3.23, -2.99)  0.3745
C (-0.27, 1.98, -4.57)  0.1315
C (-0.26, 0.52, -4.20)  -1.6323
H (4.69, -1.69, -2.19)  0.5570
H (6.19, -0.37, -3.65)  0.3333
H (5.42, 1.59, -4.88)  0.4235
H (3.14, 2.52, -4.35)  0.4554
H (3.95, 2.42, -0.68)  0.2899
H (4.70, 4.12, 1.10)  0.4247
H (3.70, 6.32, 1.10)  0.3893
H (2.13, 6.97, -0.68)  0.4017
H (1.00, 5.29, -1.97)  0.2500
H (-2.46, 1.96, -4.31)  0.1398
H (-2.83, 3.66, -5.95)  0.3893
H (-1.32, 5.69, -6.13)  0.4202
H (0.92, 5.63, -5.63)  0.4012
H (1.86, 4.52, -3.77)  0.5084
H (3.62, -3.09, -3.44)  0.4252
H (2.98, -4.85, -5.23)  0.3380
H (0.67, -4.61, -6.21)  0.3487
H (-0.97, -2.98, -5.27)  0.6149
H (-3.29, -0.59, -4.07)  0.2249
H (-5.49, -1.80, -4.55)  0.3848
H (-5.40, -4.18, -4.76)  0.3805
H (-3.52, -5.58, -3.69)  0.3739
H (-1.60, -4.24, -2.64)  0.4796
H (-1.87, 0.40, -1.13)  -0.2127
H (-1.97, 2.70, -0.96)  0.2346
H (-1.49, 4.24, -2.77)  0.6071
H (0.19, 2.05, -5.55)  0.4447
H (0.26, -0.21, -4.84)  0.3496
C (-3.88, 0.20, 1.60)  -0.4771
O (-3.43, -0.92, 2.34)  -0.0676
C (-4.57, -1.44, 3.04)  -0.6016
C (-4.14, -2.35, 4.15)  -0.3646
O (-3.27, -3.29, 3.56)  -0.0460
C (-3.34, -4.66, 4.01)  -0.6794
H (-3.11, 0.44, 0.85)  -0.1057
H (-3.99, 1.09, 2.28)  0.2722
H (-4.78, -0.06, 1.09)  0.3930
H (-5.21, -1.99, 2.36)  0.2877
H (-5.12, -0.61, 3.45)  0.4487
H (-4.96, -2.92, 4.58)  0.4978
H (-3.63, -1.76, 4.96)  0.0397
H (-4.27, -5.13, 3.62)  0.2345
H (-3.24, -4.60, 5.10)  0.3793
H (-2.39, -5.09, 3.61)  0.0611
S (2.95, -5.79, 3.15)  -0.4901
C (1.34, -5.30, 3.50)  -0.1159
S (0.88, -4.66, 4.99)  -0.4503
S (0.01, -5.45, 2.37)  -0.5430
C (1.66, -0.74, 6.37)  -0.5661
N (1.53, -0.08, 7.67)  -0.0038
C (1.87, 1.36, 7.44)  -0.8025
N (0.97, 2.02, 6.47)  0.0181
C (1.05, 1.28, 5.21)  -0.8342
N (0.70, -0.16, 5.42)  0.2552
C (-0.69, -0.22, 5.89)  -0.7793
N (-0.85, 0.50, 7.15)  0.0227
C (0.11, -0.05, 8.11)  -0.7943
C (-0.47, 1.94, 6.95)  -0.5306
H (1.54, -1.82, 6.43)  0.1790
H (2.67, -0.60, 6.04)  0.3088
H (2.90, 1.45, 7.08)  0.3711
H (1.65, 1.79, 8.41)  0.4437
H (2.10, 1.28, 4.90)  0.3910
H (0.47, 1.67, 4.40)  0.3044
H (-1.04, -1.26, 6.08)  0.2303
H (-1.30, 0.19, 5.11)  0.4387
H (-0.25, -1.03, 8.41)  0.3119
H (0.14, 0.56, 9.05)  0.3747
H (-0.56, 2.42, 7.96)  0.3203
H (-1.17, 2.37, 6.25)  0.3022
N (1.68, -1.22, 1.83)  -0.5098
H (1.98, -0.46, 2.40)  0.1369
H (1.13, -1.02, 0.94)  0.1472
H (2.37, -1.93, 1.57)  0.2364

=====

# 2
A structure of composition C47H54N5P2RhSi2, computed with ωB97M-V/def2-TZVPD.

Summary:
total charge	0
M	910.0	g mol⁻¹
HOMO-LUMO gap (spin up / spin down)	5.26 / 5.24	eV

Each line ends with the Mulliken charge.
Element x y z (Å)
Rh (0.13, -0.68, -0.39)  0.5769
N (0.09, 2.55, 0.84)  -0.3324
P (-0.81, 1.64, 1.93)  0.0872
C (-0.62, 2.59, 3.46)  0.8102
C (-0.55, 2.00, 4.72)  -0.4426
C (-0.58, 2.78, 5.86)  -0.6495
C (-0.69, 4.16, 5.77)  -0.5561
C (-0.72, 4.76, 4.52)  -0.7585
C (-0.69, 3.99, 3.37)  -0.6056
C (-2.48, 1.85, 1.30)  0.5167
C (-3.17, 0.70, 0.96)  0.7318
C (-4.49, 0.76, 0.53)  -0.1755
C (-5.11, 2.00, 0.41)  -0.9483
C (-4.42, 3.16, 0.73)  -0.8413
C (-3.11, 3.09, 1.17)  -0.7109
P (0.30, 1.76, -0.71)  2.1289
C (-0.94, 2.76, -1.62)  0.4806
C (-0.83, 4.15, -1.71)  -0.9230
C (-1.85, 4.91, -2.25)  -0.7338
C (-3.01, 4.29, -2.72)  -0.5767
C (-3.14, 2.91, -2.62)  -0.7693
C (-2.11, 2.16, -2.06)  0.3460
C (1.85, 2.60, -1.18)  0.5985
C (2.07, 2.93, -2.52)  -0.4699
C (3.26, 3.52, -2.92)  -0.8298
C (4.26, 3.77, -1.99)  -0.5282
C (4.07, 3.41, -0.67)  -1.0459
C (2.89, 2.82, -0.27)  -1.0019
H (0.95, 2.87, 1.26)  0.6568
H (-0.45, 0.93, 4.81)  0.3700
H (-0.52, 2.31, 6.83)  0.4537
H (-0.74, 4.77, 6.66)  0.3727
H (-0.77, 5.84, 4.43)  0.4237
H (-0.67, 4.46, 2.40)  0.3022
H (-2.63, -0.24, 1.00)  -0.2319
H (-5.02, -0.14, 0.26)  0.4681
H (-6.14, 2.05, 0.07)  0.4137
H (-4.90, 4.12, 0.61)  0.4360
H (-2.57, 4.01, 1.39)  0.2716
H (0.06, 4.64, -1.33)  0.4766
H (-1.76, 5.99, -2.30)  0.4288
H (-3.81, 4.88, -3.15)  0.4053
H (-4.04, 2.42, -2.95)  0.5129
H (-2.23, 1.09, -1.95)  -0.7159
H (1.29, 2.74, -3.25)  0.2884
H (3.41, 3.79, -3.96)  0.4515
H (5.19, 4.25, -2.30)  0.4255
H (4.86, 3.59, 0.06)  0.4290
H (2.79, 2.51, 0.77)  0.3340
C (-0.63, -2.99, -3.24)  -1.5247
Si (-0.92, -1.27, -2.45)  1.9445
C (-0.47, -0.10, -3.92)  -1.2331
C (-2.84, -1.32, -2.37)  -1.3958
C (0.41, -2.75, -0.12)  1.3576
C (-0.85, -3.28, 0.31)  -0.7308
C (-1.17, -4.65, 0.48)  -0.6440
C (-2.41, -5.02, 0.96)  -0.9398
C (-3.34, -4.03, 1.27)  -1.1818
C (-2.98, -2.71, 1.04)  -0.1752
N (-1.80, -2.33, 0.57)  0.8835
Si (1.82, -3.97, -0.09)  -0.1321
C (1.78, -4.93, 1.56)  -1.2577
C (1.68, -5.27, -1.48)  -1.3799
C (3.59, -3.31, -0.22)  -1.2136
H (-1.18, -3.03, -4.18)  0.5069
H (-1.01, -3.78, -2.59)  0.3194
H (0.42, -3.22, -3.45)  0.3548
H (-1.36, 0.36, -4.35)  0.4076
H (0.02, -0.68, -4.72)  0.5148
H (0.21, 0.70, -3.63)  0.1245
H (-3.24, -1.16, -3.37)  0.4765
H (-3.28, -0.58, -1.70)  0.0042
H (-3.15, -2.31, -2.02)  0.2856
H (-0.44, -5.40, 0.22)  0.3736
H (-2.65, -6.07, 1.09)  0.4533
H (-4.32, -4.28, 1.66)  0.4571
H (-3.70, -1.94, 1.27)  0.1005
H (1.69, -6.00, 1.39)  0.4594
H (0.93, -4.61, 2.17)  0.3491
H (2.69, -4.76, 2.14)  0.4725
H (1.31, -6.22, -1.10)  0.4584
H (2.66, -5.45, -1.94)  0.4169
H (1.01, -4.95, -2.28)  0.2949
H (3.78, -2.48, 0.46)  0.2723
H (3.84, -3.00, -1.23)  0.2662
H (4.28, -4.12, 0.06)  0.4725
N (5.69, 0.44, -3.75)  -0.4911
C (4.64, 0.06, -2.98)  0.6114
C (3.55, -0.65, -3.51)  -1.3023
C (2.50, -0.98, -2.69)  -0.4876
N (2.43, -0.67, -1.39)  2.0879
C (3.48, -0.04, -0.88)  -0.7507
C (4.60, 0.33, -1.61)  -1.1191
H (5.71, 0.22, -4.73)  0.1783
H (6.44, 0.97, -3.36)  0.1836
H (3.53, -0.92, -4.56)  0.3647
H (1.67, -1.55, -3.09)  -0.1830
H (3.45, 0.16, 0.18)  0.4917
H (5.42, 0.84, -1.12)  0.3644
N (-0.22, 0.17, 1.87)  0.2245
C (-0.37, -0.81, 2.87)  -0.4133
C (0.69, -1.70, 3.09)  -0.3710
C (0.61, -2.67, 4.07)  -0.3192
C (-0.53, -2.80, 4.85)  -0.9020
C (-1.60, -1.94, 4.62)  -0.8400
C (-1.52, -0.97, 3.64)  0.4109
H (1.57, -1.61, 2.46)  0.0201
H (1.45, -3.34, 4.23)  0.4274
H (-0.59, -3.55, 5.62)  0.3848
H (-2.51, -2.04, 5.21)  0.4547
H (-2.36, -0.31, 3.45)  0.4065

=====

# 3
A structure of composition C47H55AsN5O2SSn, computed with ωB97M-V/def2-TZVPD.

Summary:
total charge	-1
M	947.7	g mol⁻¹
HOMO-LUMO gap	6.55	eV

Each line ends with the Mulliken charge.
Element x y z (Å)
Sn (0.55, -0.18, 0.23)  0.3887
C (-1.50, -2.23, 2.16)  -0.6136
N (-0.48, -1.29, 2.57)  1.6221
C (-1.01, -0.30, 3.49)  -1.0447
C (0.75, -1.85, 3.04)  -0.1182
C (0.82, -3.11, 3.61)  0.1008
C (2.03, -3.64, 4.05)  -1.0682
C (3.17, -2.87, 3.91)  -0.9554
C (3.12, -1.61, 3.32)  -1.0792
C (1.92, -1.05, 2.85)  0.0528
N (1.72, 0.12, 2.13)  1.8338
C (2.44, 1.30, 2.25)  0.2078
C (3.64, 1.51, 2.97)  -1.1646
C (4.19, 2.77, 3.14)  -1.0237
C (3.61, 3.89, 2.60)  -1.0076
C (2.47, 3.71, 1.82)  -0.2606
C (1.92, 2.46, 1.62)  0.1640
N (0.79, 2.32, 0.74)  1.5238
C (-0.49, 2.65, 1.39)  -0.9584
C (0.92, 3.12, -0.50)  -1.1319
H (-1.97, -2.75, 3.00)  0.3432
H (-1.08, -2.97, 1.47)  -0.0365
H (-2.28, -1.67, 1.63)  -0.6628
H (-1.40, -0.78, 4.40)  0.3231
H (-1.82, 0.25, 3.01)  -0.1561
H (-0.22, 0.40, 3.77)  0.4453
H (-0.08, -3.69, 3.72)  0.3866
H (2.07, -4.63, 4.48)  0.4021
H (4.13, -3.26, 4.21)  0.3650
H (4.05, -1.12, 3.15)  0.3721
H (4.17, 0.68, 3.39)  0.1674
H (5.11, 2.86, 3.72)  0.3947
H (4.03, 4.88, 2.74)  0.3853
H (2.01, 4.56, 1.35)  0.3422
H (-0.55, 3.73, 1.60)  0.3781
H (-0.58, 2.11, 2.32)  0.2023
H (-1.30, 2.38, 0.72)  0.1889
H (0.77, 4.19, -0.29)  0.4133
H (0.15, 2.79, -1.20)  0.1220
H (1.90, 2.96, -0.93)  0.2665
N (-0.42, -2.16, -1.88)  0.2258
C (0.14, -3.41, -2.36)  -0.8657
C (0.88, -4.16, -1.26)  -0.5652
C (2.16, -3.50, -0.76)  -0.8943
N (1.98, -2.44, 0.24)  -0.0934
H (-1.23, -2.31, -1.29)  -0.1642
H (-0.72, -1.53, -2.62)  0.1076
H (0.85, -3.16, -3.16)  0.3417
H (-0.61, -4.08, -2.81)  0.4478
H (1.14, -5.15, -1.66)  0.4357
H (0.20, -4.33, -0.42)  0.1589
H (2.70, -3.07, -1.60)  0.3119
H (2.81, -4.29, -0.35)  0.4756
H (2.83, -1.88, 0.26)  0.2503
H (1.87, -2.84, 1.17)  -0.0255
S (-1.73, 0.87, -2.42)  -0.3673
C (-3.34, 1.53, -2.31)  0.1809
C (-3.86, 2.40, -3.30)  -0.6915
C (-5.17, 2.83, -3.27)  -0.4975
C (-6.03, 2.42, -2.26)  -0.8711
C (-5.55, 1.60, -1.26)  -0.3702
C (-4.21, 1.19, -1.25)  -0.4393
As (-3.47, 0.06, 0.15)  2.0767
C (-4.51, 0.65, 1.72)  0.4104
C (-4.95, 1.97, 1.85)  -0.7852
C (-5.48, 2.43, 3.05)  -0.7170
C (-5.58, 1.59, 4.15)  -0.5478
C (-5.12, 0.29, 4.04)  -1.0060
C (-4.58, -0.17, 2.85)  0.0141
C (-4.41, -1.58, -0.38)  0.7204
C (-5.25, -2.35, 0.42)  -0.2050
C (-5.78, -3.55, -0.06)  -0.6601
C (-5.46, -4.00, -1.33)  -0.5467
C (-4.63, -3.23, -2.14)  -0.6891
C (-4.11, -2.03, -1.67)  -0.5381
H (-3.20, 2.69, -4.10)  0.4300
H (-5.53, 3.48, -4.06)  0.3405
H (-7.07, 2.73, -2.26)  0.3790
H (-6.21, 1.27, -0.46)  0.4898
H (-4.88, 2.64, 1.01)  0.4628
H (-5.82, 3.46, 3.12)  0.3910
H (-5.99, 1.96, 5.08)  0.3791
H (-5.16, -0.37, 4.90)  0.4202
H (-4.18, -1.18, 2.81)  0.1430
H (-5.53, -2.01, 1.40)  0.3191
H (-6.44, -4.13, 0.57)  0.4126
H (-5.87, -4.93, -1.70)  0.3656
H (-4.39, -3.56, -3.14)  0.4215
H (-3.46, -1.43, -2.31)  0.2137
C (5.98, 2.58, -5.71)  -1.5490
C (5.31, 1.94, -4.52)  0.8267
C (4.15, 1.19, -4.66)  -1.1659
C (3.53, 0.59, -3.57)  0.5525
C (2.24, -0.16, -3.75)  -0.8420
C (4.11, 0.74, -2.31)  0.4598
C (5.27, 1.50, -2.14)  1.1410
C (5.86, 1.68, -0.76)  -1.3421
C (5.85, 2.10, -3.25)  -1.0477
C (3.45, 0.09, -1.12)  0.0224
O (4.01, -0.84, -0.55)  -0.9423
O (2.33, 0.62, -0.81)  0.1531
H (5.35, 2.50, -6.60)  0.3413
H (6.93, 2.09, -5.93)  0.3011
H (6.18, 3.64, -5.54)  0.3525
H (3.71, 1.07, -5.65)  0.3280
H (2.13, -0.51, -4.78)  0.4948
H (1.38, 0.48, -3.51)  0.3177
H (2.18, -1.03, -3.09)  -0.3612
H (5.12, 2.08, -0.07)  0.0734
H (6.71, 2.36, -0.79)  0.3704
H (6.18, 0.72, -0.36)  0.2827
H (6.74, 2.70, -3.12)  0.3367

=====

# 4
A structure of composition C47H56FHfN10O4SSb2, computed with ωB97M-V/def2-TZVPD.

Summary:
total charge	+3
M	1298.1	g mol⁻¹
HOMO-LUMO gap	6.88	eV

Each line ends with the Mulliken charge.
Element x y z (Å)
Hf (-0.22, 0.57, -0.08)  -0.8721
C (-0.60, -6.73, 2.88)  -1.8332
C (-1.49, -6.37, 1.76)  0.4921
C (-1.51, -7.58, 0.71)  -1.0509
C (-2.45, -7.25, -0.44)  -0.9860
C (-2.14, -5.95, -1.06)  0.6625
C (-2.39, -5.68, -2.40)  -0.5305
C (-2.01, -4.50, -3.06)  -0.3358
F (-2.19, -4.37, -4.34)  -0.3962
C (-1.49, -3.48, -2.34)  -0.0440
C (-1.27, -3.64, -0.94)  0.2609
C (-0.94, -2.48, -0.17)  0.4907
O (-0.96, -1.31, -0.73)  0.3946
C (-0.54, -2.75, 1.15)  -0.0788
C (-0.65, -4.06, 1.66)  -0.6760
N (-1.18, -5.08, 1.06)  0.2268
C (-1.51, -4.91, -0.32)  -0.2023
C (0.22, -1.78, 2.00)  0.2422
O (0.65, -2.11, 3.10)  -0.6798
O (0.39, -0.55, 1.47)  0.0988
H (-0.80, -7.75, 3.17)  0.4445
H (-0.66, -6.08, 3.76)  0.4889
H (0.47, -6.75, 2.59)  0.3964
H (-2.49, -6.30, 2.18)  0.1444
H (-1.88, -8.40, 1.31)  0.4462
H (-0.47, -7.78, 0.44)  0.4038
H (-3.51, -7.13, -0.09)  0.3279
H (-2.41, -8.06, -1.18)  0.4645
H (-2.85, -6.46, -2.97)  0.6075
H (-1.10, -2.57, -2.70)  0.2605
H (-0.29, -4.24, 2.67)  0.7069
C (-0.25, -0.45, -4.44)  -1.0520
Sb (-0.95, 1.23, -3.16)  0.6106
C (-0.55, 2.88, -4.40)  -1.4625
C (-3.08, 1.20, -3.72)  -2.0288
C (-3.81, -0.14, -3.76)  1.1391
C (-3.68, -0.94, -4.94)  -0.5721
C (-4.27, -2.20, -5.01)  -0.8757
C (-4.89, -2.72, -3.90)  -0.9333
C (-5.05, -1.90, -2.77)  -0.5485
C (-4.59, -0.60, -2.71)  0.5364
C (-4.88, 0.26, -1.56)  -1.5540
Sb (-3.41, 0.36, -0.04)  0.7497
C (-4.58, 1.53, 1.39)  -1.1983
C (-3.85, -1.56, 0.92)  -1.3278
H (0.18, -0.14, -5.38)  0.5956
H (-1.20, -1.02, -4.65)  0.1913
H (0.55, -1.09, -4.00)  0.2342
H (0.54, 3.08, -4.43)  0.4584
H (-0.99, 3.76, -3.96)  0.3865
H (-0.94, 2.64, -5.37)  0.5686
H (-3.05, 1.63, -4.73)  0.8192
H (-3.49, 1.96, -3.10)  0.6029
H (-3.01, -0.60, -5.73)  0.5156
H (-4.23, -2.80, -5.85)  0.5772
H (-5.37, -3.75, -3.91)  0.4413
H (-5.68, -2.29, -1.99)  0.4437
H (-5.76, -0.10, -0.98)  0.7355
H (-5.22, 1.27, -1.88)  0.6067
H (-5.51, 0.98, 1.58)  0.4855
H (-4.90, 2.48, 0.91)  0.3291
H (-4.00, 1.67, 2.31)  0.3529
H (-4.92, -1.69, 1.00)  0.6384
H (-3.41, -1.50, 1.94)  0.3800
H (-3.53, -2.39, 0.34)  0.2959
O (-2.73, 3.88, -1.05)  -0.4481
H (-3.14, 4.62, -1.51)  0.2635
H (-2.71, 4.19, -0.12)  0.2320
N (5.56, -2.74, -3.85)  -0.3372
C (4.53, -2.31, -3.53)  -0.5919
C (3.52, -1.66, -2.79)  0.5854
C (3.11, -0.36, -3.12)  -0.7432
C (2.17, 0.27, -2.34)  -0.9259
N (1.65, -0.34, -1.27)  2.3506
C (2.05, -1.58, -0.97)  -0.1888
C (2.97, -2.27, -1.69)  -0.7517
H (3.38, 0.06, -4.04)  0.6250
H (1.96, 1.29, -2.62)  0.3403
H (1.52, -2.10, -0.13)  -0.1306
H (3.34, -3.27, -1.36)  0.5543
C (-0.31, 5.13, 3.15)  -1.0693
N (0.20, 3.88, 3.62)  0.2815
C (0.83, 3.71, 4.99)  -0.5554
C (1.01, 2.15, 4.98)  -0.5834
N (0.34, 1.75, 3.75)  0.1870
C (-0.11, 2.75, 3.04)  -0.2977
S (-1.07, 2.57, 1.57)  -0.2444
H (0.49, 5.86, 3.36)  0.3473
H (-1.19, 5.44, 3.67)  0.3490
H (-0.49, 5.12, 2.07)  0.3521
H (0.11, 4.18, 5.66)  0.4004
H (1.77, 4.19, 4.97)  0.3044
H (0.60, 1.61, 5.79)  0.4489
H (2.06, 1.94, 4.90)  0.3102
H (0.03, 0.80, 3.52)  0.0343
C (3.11, 1.27, 0.95)  -1.6597
C (2.48, 2.35, 0.18)  0.4499
N (1.26, 2.33, -0.36)  1.6142
C (1.03, 3.61, -0.88)  -1.0993
C (2.11, 4.39, -0.66)  -0.6147
N (3.01, 3.61, 0.07)  0.5112
C (4.33, 4.12, 0.47)  -0.8895
N (4.40, 4.30, 1.92)  0.1025
N (3.37, 3.90, 2.74)  0.7152
N (3.75, 3.95, 3.96)  -0.8634
C (5.11, 4.37, 3.99)  0.3987
C (5.94, 4.63, 5.09)  -0.9311
C (7.22, 4.96, 4.75)  -0.3915
C (7.66, 5.13, 3.44)  -0.5113
C (6.83, 4.97, 2.38)  -0.7972
C (5.52, 4.61, 2.69)  0.7613
H (2.54, 0.67, 1.65)  -0.0330
H (3.91, 1.66, 1.49)  0.5458
H (3.60, 0.58, 0.31)  0.3620
H (0.08, 3.89, -1.29)  0.5821
H (2.32, 5.43, -1.00)  0.4533
H (4.42, 5.11, -0.06)  0.3084
H (5.15, 3.41, 0.21)  0.3423
H (5.61, 4.48, 6.11)  0.4328
H (8.00, 5.21, 5.44)  0.3741
H (8.65, 5.59, 3.27)  0.3507
H (7.19, 5.18, 1.36)  0.3719

=====

Taking the records one at a time from the top gives energy above the lowest of the compared OMol25 structures with the same formula, charge and spin values of 102.0; 0.0; 65.9; 0.0 kJ/mol.
Taking the records one at a time from the top gives max |F| values of 0.0652; 0.0477; 0.0133; 0.0591 hartree/bohr.